DFT (ωB97M-V/def2-TZVPD) results for C29H62BrCl29O4Si2 as an isolated structure.

Computed properties:
Total charge = 0
Maximum force = 0.027 Eh/bohr
LUMO level = 0.201 eV

XYZ file:
```
127
Properties=species:S:1:pos:R:3:forces:R:3:lowdin_charge:R:1
C 4.596902 -1.155130 1.859565 0.3 0.0 -0.1 -0.104
C 3.273483 -0.525966 2.227698 -0.3 -0.4 0.0 -0.261
C 2.504784 0.050901 1.043061 0.3 0.0 0.5 -0.203
C 2.329334 -0.981533 -0.046333 0.1 0.2 -0.4 -0.232
O 1.268829 -0.682493 -0.970937 0.7 -0.2 0.1 -0.157
Si -0.267058 -0.912201 -0.507243 -0.1 0.1 0.2 0.165
C -0.475343 -2.321070 0.679545 0.5 -0.4 -0.2 -0.157
C 0.063483 -3.721079 0.272029 -0.5 0.3 0.0 -0.293
C -0.135386 -4.146241 -1.174979 0.0 -0.3 0.2 -0.567
Br 1.391191 -3.806371 -2.323479 0.0 0.1 0.0 0.718
O -0.806813 0.443227 0.244594 -0.2 0.4 -0.1 -0.177
C -0.843294 1.673943 -0.501923 -0.2 0.0 0.2 -0.229
C 0.396198 2.515265 -0.367535 0.1 0.3 0.1 -0.213
C 0.587942 3.090498 1.033414 0.1 0.2 -0.3 -0.122
O -1.149664 -1.094939 -1.875883 -0.2 -0.2 0.1 -0.234
Si -2.802493 -1.243277 -1.850429 -0.3 0.0 -0.7 0.573
C -3.622219 0.365525 -2.351886 -0.1 -0.3 0.2 -0.245
C -4.322969 0.950945 -1.122894 0.4 -0.1 0.1 -0.381
C -4.634572 2.409344 -1.265605 -0.3 0.1 0.0 -0.582
Cl -5.517483 3.005004 0.175791 -0.1 0.1 0.2 0.551
C -3.316866 -2.667546 -2.994503 -0.2 0.0 0.2 -0.316
O -3.761654 -3.835754 -2.303408 0.1 -0.1 0.2 -0.249
C -5.154150 -3.793212 -2.075424 0.1 0.1 0.1 -0.117
H 5.163575 -0.529916 1.170109 0.1 0.1 0.0 0.081
H 4.459690 -2.118124 1.385915 0.0 -0.3 -0.2 0.058
H 5.206536 -1.330248 2.740204 0.1 0.0 0.1 0.073
H 3.419252 0.237457 2.987014 -0.1 0.2 0.1 0.107
H 2.647137 -1.306335 2.664937 -0.1 0.0 0.3 0.106
H 1.540929 0.380422 1.424356 -0.1 0.2 -0.2 0.052
H 3.082462 0.899434 0.680774 -0.2 0.3 -0.3 0.120
H 2.198734 -1.965703 0.399739 -0.3 -0.2 0.0 0.095
H 3.239594 -1.046743 -0.630122 0.2 -0.1 -0.2 0.122
H -1.515500 -2.432863 0.970541 -0.3 0.2 0.0 0.063
H 0.042887 -2.003871 1.584998 0.0 0.0 0.2 0.083
H -0.473324 -4.454709 0.865922 0.0 -0.1 0.2 0.059
H 1.096192 -3.839418 0.560539 0.4 0.0 0.0 0.078
H -1.001801 -3.678782 -1.624247 -0.1 0.1 -0.2 0.033
H -0.275415 -5.216601 -1.240507 0.0 -0.2 0.0 0.058
H -1.682952 2.251523 -0.115197 -0.2 0.0 0.1 0.119
H -1.054362 1.487004 -1.554161 0.0 -0.2 -0.1 0.106
H 1.276287 1.970830 -0.693739 0.0 -0.2 -0.1 0.097
H 0.268584 3.344532 -1.060964 0.1 0.1 -0.2 0.109
H 1.638294 3.101084 1.308452 0.1 -0.1 0.2 0.073
H 0.037478 2.527299 1.775273 0.0 0.0 0.1 -0.019
H 0.261244 4.125093 1.069670 -0.2 0.1 0.1 0.067
H -3.294434 -1.575838 -0.495534 0.1 -0.1 0.1 0.053
H -2.904615 1.060146 -2.779284 0.2 0.1 -0.1 0.075
H -4.346184 0.122777 -3.126072 -0.1 0.1 -0.2 0.078
H -3.683940 0.818127 -0.250552 0.1 0.1 0.2 0.076
H -5.223954 0.390134 -0.903292 -0.1 0.0 0.0 0.027
H -3.735966 3.009351 -1.338165 0.1 0.1 -0.1 0.065
H -5.280580 2.605111 -2.113006 0.0 0.1 -0.2 0.077
H -2.515906 -2.948284 -3.679074 -0.9 -0.1 1.1 -0.006
H -4.129032 -2.296932 -3.622120 -0.1 0.0 -0.2 0.076
H -5.701755 -3.827202 -3.019006 -0.1 0.0 -0.1 0.093
H -5.445271 -2.890194 -1.534377 0.0 0.1 0.1 0.055
H -5.435888 -4.647004 -1.471888 0.0 -0.2 0.1 0.086
C 4.597595 -5.929288 0.007980 -0.1 0.0 -0.1 -1.028
Cl 6.252059 -5.338220 -0.164509 0.1 0.0 0.1 0.504
Cl 3.948435 -5.618391 1.625077 0.0 0.0 -0.1 0.489
H 3.975003 -5.420635 -0.721658 0.0 0.0 0.0 -0.013
H 4.598495 -6.998225 -0.163499 0.0 0.0 0.0 0.029
C -1.823570 1.069827 3.214381 -0.1 0.2 -0.1 -1.001
Cl -2.897809 0.270459 4.374736 0.0 -0.1 0.0 0.544
Cl -0.125411 0.710532 3.523049 0.0 -0.4 0.2 0.568
H -2.065511 0.736838 2.210887 0.0 -0.1 0.0 0.012
H -1.960778 2.141386 3.317516 0.0 0.0 0.0 -0.026
C 7.049557 -5.549356 -3.867813 0.1 0.1 0.1 -1.024
Cl 7.568079 -7.211437 -4.172606 0.0 0.0 0.0 0.506
Cl 5.322715 -5.433662 -3.526848 -0.2 0.0 -0.1 0.497
H 7.586906 -5.175857 -3.004424 0.0 0.0 0.0 0.007
H 7.261901 -4.955243 -4.747535 0.0 0.0 0.0 0.026
C 2.917050 -0.803299 -4.213246 -0.2 0.0 0.0 -1.010
Cl 3.531997 -2.452000 -4.371765 0.3 0.1 -0.1 0.450
Cl 4.127856 0.421987 -4.622606 0.1 0.0 0.0 0.532
H 2.071057 -0.689587 -4.880708 0.0 0.0 -0.1 0.006
H 2.610341 -0.651603 -3.188288 0.0 0.0 0.2 0.001
C -8.297405 0.167482 0.760772 0.0 0.1 0.0 -1.023
Cl -7.086733 -0.982708 0.166858 -0.1 -0.2 0.1 0.536
Cl -9.851518 -0.009748 -0.060341 0.0 0.0 0.0 0.517
H -8.427329 -0.015769 1.821937 -0.1 0.0 -0.2 -0.064
H -7.921474 1.167658 0.578763 0.0 0.0 0.0 -0.002
C -1.108397 5.148459 4.840701 0.1 0.1 -0.1 -1.009
Cl 0.053075 3.941370 4.266824 0.0 0.1 0.2 0.555
Cl -2.700943 4.944850 4.093330 0.1 0.0 0.0 0.517
H -1.213751 5.041256 5.913051 0.0 0.0 0.0 0.030
H -0.714592 6.122783 4.577233 -0.2 0.0 0.0 -0.077
C 4.684806 -6.010968 5.769688 0.0 0.0 0.0 -1.024
Cl 6.175232 -5.321920 5.116059 0.0 0.0 0.0 0.499
Cl 3.241751 -5.339668 5.002439 -0.1 0.0 0.0 0.484
H 4.696999 -7.079243 5.594381 0.0 0.0 0.0 0.024
H 4.640150 -5.790249 6.828520 0.0 0.0 0.0 0.021
C -3.158860 -5.233852 1.337302 -0.1 0.0 0.0 -1.022
Cl -2.171659 -6.052031 2.556885 0.0 0.0 -0.1 0.531
Cl -4.210105 -3.999228 2.040598 0.0 0.0 0.0 0.505
H -2.502979 -4.752733 0.624305 0.0 0.1 0.0 -0.011
H -3.773774 -5.972276 0.839603 -0.1 0.0 0.0 0.027
C -6.438109 -0.352843 4.348498 0.1 0.0 0.0 -1.026
Cl -6.195370 -2.099681 4.345117 0.0 0.0 0.0 0.505
Cl -8.154474 0.099586 4.252969 0.1 0.0 0.2 0.546
H -6.040355 0.044741 5.273297 0.0 0.0 0.0 0.015
H -5.918834 0.070970 3.497050 0.0 0.0 0.0 0.007
C 2.352265 7.309039 4.729202 0.0 -0.1 0.0 -0.975
Cl 2.346028 7.308444 2.963628 0.0 0.0 0.0 0.539
Cl 0.848719 7.970513 5.400929 0.1 0.1 0.1 0.550
H 2.451924 6.285961 5.070939 0.0 0.0 0.0 0.020
H 3.174935 7.921781 5.074651 0.0 0.0 0.0 0.026
C 3.198115 4.220012 -5.317053 -0.1 0.0 -0.1 -1.058
Cl 2.885551 4.528114 -7.030729 0.0 0.0 0.0 0.504
Cl 1.710339 4.248153 -4.357409 0.0 0.0 0.1 0.492
H 3.650371 3.241519 -5.218897 -0.1 -0.1 0.0 -0.023
H 3.863894 4.982522 -4.942548 -0.1 0.1 -0.1 -0.060
C -0.426186 9.363632 2.095022 0.0 0.0 0.0 -1.045
Cl -1.517600 8.007497 2.395778 0.0 -0.1 0.0 0.510
Cl 0.314327 9.286741 0.492582 0.0 0.0 0.0 0.501
H -0.994340 10.282307 2.168930 0.0 0.0 0.0 0.026
H 0.363511 9.329195 2.834639 0.0 0.0 0.0 -0.041
C -1.034527 -2.511968 -4.846270 0.7 0.1 -0.5 -1.031
Cl -2.065157 -1.150721 -5.333875 0.1 0.1 -0.1 0.606
Cl 0.273916 -2.788166 -5.995896 0.1 0.0 -0.1 0.554
H -0.603371 -2.276955 -3.878644 0.0 0.0 0.0 -0.018
H -1.643088 -3.407052 -4.800281 0.4 -0.1 -0.5 0.030
C 6.267626 6.737905 -3.629796 0.0 0.0 0.0 -1.006
Cl 5.772889 5.079943 -3.255225 0.1 0.0 0.2 0.542
Cl 6.467819 6.992140 -5.365593 0.0 0.0 0.0 0.516
H 5.498164 7.409676 -3.270685 0.0 0.0 0.0 0.026
H 7.212416 6.929898 -3.137710 0.0 0.0 0.0 0.023
```
Positions in Å, forces in eV/Å.